No. 1
17
Properties=species:S:1:pos:R:3 method="wB97M-V/def2-TZVPD" relative_energy_ev=1.328 gap_ha=0.26527 multiplicity=1 homo_ev=-3.4 fmax_ha_per_bohr=0.0125 mol_weight_g_mol=121.1 charge=-1
N -0.169 -0.968 1.493
O -1.437 -1.440 -0.355
H 1.200 2.982 -0.496
H -0.138 -1.031 2.489
C -1.283 -1.556 0.976
H 0.048 2.320 0.693
N 1.382 0.918 -0.069
H 1.012 -0.365 -1.687
H 1.717 2.591 1.176
O -2.108 -2.140 1.649
H -0.708 -0.909 -0.735
C 1.080 2.291 0.341
H 2.388 0.808 -0.149
H -0.268 0.899 -1.348
C 0.838 0.741 -1.527
O 1.349 1.527 -2.420
H 0.461 -0.328 0.953



No. 2
11
Properties=species:S:1:pos:R:3 method="wB97M-V/def2-TZVPD" relative_energy_ev=0.081 gap_ha=0.32337 multiplicity=1 homo_ev=-9.1 fmax_ha_per_bohr=0.0584 mol_weight_g_mol=120.1 charge=0
H -1.344 0.214 -1.624
Ca 2.397 -0.455 -1.240
C -0.525 0.452 -0.920
H -1.782 0.534 1.324
H -0.074 0.356 1.832
O -0.584 -0.587 0.053
H -1.181 -1.040 1.944
O 0.681 0.470 -1.542
H -0.732 1.415 -0.405
C -0.920 -0.157 1.349
F 4.065 -1.203 -0.770



No. 3
15
Properties=species:S:1:pos:R:3 method="wB97M-V/def2-TZVPD" relative_energy_ev=1.347 gap_ha=0.33038 multiplicity=1 homo_ev=-8.6 fmax_ha_per_bohr=0.0445 mol_weight_g_mol=104.1 charge=0
H -0.652 -2.071 1.111
C -2.349 0.467 0.142
H 0.553 -0.116 1.390
N -0.363 -0.034 0.965
C -1.142 1.003 0.561
H -3.115 0.954 -0.433
O 2.391 -1.230 0.322
N -2.344 -0.874 0.419
H -0.930 2.059 0.487
H 1.911 -0.700 -0.342
H 1.047 1.577 -1.451
C -1.184 -1.153 0.901
O 1.429 0.723 -1.515
H 3.258 -1.134 -0.107
H 1.492 0.529 -2.450



No. 4
98
Properties=species:S:1:pos:R:3 method="wB97M-V/def2-TZVPD" relative_energy_ev=0.000 gap_ha=0.13609 multiplicity=1 homo_ev=-9.6 fmax_ha_per_bohr=0.1561 mol_weight_g_mol=717.7 charge=+1
H 18.616 38.730 35.517
C 10.429 36.156 29.585
O 16.800 36.624 30.203
H 16.449 36.112 32.927
N 10.208 34.746 33.678
O 12.614 34.315 30.266
C 9.199 41.204 32.900
C 15.478 36.238 28.372
H 16.047 37.020 27.891
H 13.136 39.074 32.575
C 16.541 36.721 33.739
H 14.175 35.599 32.091
H 17.443 42.746 36.105
H 11.561 34.667 42.244
H 7.681 41.993 34.201
H 12.824 40.330 38.090
O 14.523 39.753 36.306
O 13.450 36.323 41.826
N 12.918 35.712 40.949
H 21.070 40.076 35.365
H 17.187 34.972 35.194
H 14.366 41.702 31.460
O 8.488 37.118 28.800
C 7.387 39.925 33.675
H 17.458 37.158 33.936
C 14.023 37.344 33.622
H 14.362 32.396 30.072
N 13.403 42.905 32.786
H 10.614 32.830 34.590
N 17.762 40.590 35.919
C 13.709 36.640 32.306
H 16.797 40.219 36.243
N 14.472 39.264 37.457
O 15.355 38.546 37.844
H 15.565 38.597 34.240
C 13.380 32.169 29.725
C 18.093 41.995 35.885
C 16.342 36.000 35.092
H 12.381 39.197 37.533
H 9.877 35.457 29.948
O 10.045 38.381 29.339
H 13.962 37.230 31.245
H 11.443 34.462 40.436
H 13.492 33.984 34.636
N 12.300 33.163 29.885
H 10.362 39.385 32.001
O 9.590 35.109 34.592
N 8.098 41.119 33.669
H 14.346 36.380 28.528
H 9.503 32.935 33.203
H 15.112 43.334 31.616
H 9.924 42.068 32.748
C 14.665 34.264 34.541
C 14.707 35.275 36.829
O 11.132 32.763 29.800
H 13.213 39.162 39.282
H 6.450 39.818 34.048
H 10.812 35.505 28.792
C 13.228 39.419 38.183
N 9.623 37.245 29.137
H 11.105 33.031 33.006
O 15.654 34.757 30.175
H 12.556 33.578 41.403
C 9.524 39.863 32.417
H 11.995 38.165 33.653
H 13.546 32.169 28.688
O 12.835 41.918 33.294
C 20.034 40.580 35.345
C 12.085 34.485 41.275
C 15.468 37.847 33.592
H 12.762 36.208 32.167
H 8.070 37.901 32.960
C 13.071 38.537 33.548
H 16.705 36.660 35.802
O 13.388 44.024 33.301
H 15.012 33.304 34.762
H 15.374 35.384 27.448
O 12.663 36.558 35.396
H 15.302 34.424 37.268
H 11.260 36.226 30.160
H 15.611 38.365 32.700
C 14.899 35.535 35.316
C 8.235 38.954 33.069
C 14.176 42.774 31.592
C 19.564 42.067 35.520
C 18.794 39.772 35.596
N 13.763 36.512 34.815
H 20.302 42.864 35.405
H 14.762 36.356 37.386
H 13.614 34.996 36.946
C 10.290 33.270 33.632
N 16.090 35.777 29.638
O 10.357 35.377 32.640
H 13.074 31.143 30.392
H 13.460 42.867 30.760
O 13.140 35.785 39.770
H 13.427 39.396 34.234
H 14.889 34.376 33.406



No. 5
7
Properties=species:S:1:pos:R:3 method="wB97M-V/def2-TZVPD" relative_energy_ev=0.977 gap_ha=0.27113 multiplicity=1 homo_ev=-0.6 fmax_ha_per_bohr=0.0831 mol_weight_g_mol=141.0 charge=-2
P 1.124 0.020 0.022
O 1.414 1.491 0.357
O -1.922 -1.298 -0.011
N -2.138 1.103 -0.122
S -1.222 0.005 0.170
O 1.214 -0.283 -1.412
O 1.529 -1.038 0.997



No. 6
249
Properties=species:S:1:pos:R:3 method="wB97M-V/def2-TZVPD" relative_energy_ev=9.077 gap_ha=0.32004 multiplicity=1 homo_ev=-8.5 fmax_ha_per_bohr=0.0616 mol_weight_g_mol=1378.0 charge=0
H -0.287 -3.816 0.699
O -5.660 -1.679 -7.501
H 8.252 5.175 -2.786
H 10.428 3.506 -2.747
H -4.629 -0.603 -6.005
H 0.042 7.991 12.383
H 7.489 -2.061 2.484
C 6.079 15.560 -5.007
C 0.721 -2.231 2.641
H -6.051 -6.990 -4.323
H 8.236 15.024 -3.830
H 8.566 -2.670 4.736
H -9.376 -10.338 -4.010
H -1.697 -13.697 -7.352
C -0.643 -13.484 -7.179
H 4.499 4.960 -0.486
C -8.789 -10.145 -4.909
H 6.020 -3.934 2.621
H 0.747 -9.310 6.123
H 0.801 -2.065 4.776
H 0.576 4.268 12.814
O -10.350 -4.162 -11.043
C 8.190 -2.714 1.965
H -7.302 -6.778 -3.233
H 8.492 16.725 -3.159
H -0.847 -2.500 -0.276
H 6.373 16.396 -1.791
H 5.303 3.504 -0.022
H -8.833 -12.681 -6.095
H -5.805 -7.571 -2.638
C 7.810 15.892 -3.328
H 6.558 14.718 -5.507
C -4.394 11.951 3.528
H -4.663 -2.682 -9.199
H -5.637 2.745 1.400
H 5.331 11.988 -1.707
C -8.965 -4.170 -10.854
N 0.195 4.806 10.796
H 10.313 -2.558 1.299
H 0.254 -9.630 2.594
H -8.394 -4.340 -11.767
C 0.007 3.893 11.963
C 9.715 -2.267 2.162
H -0.022 -8.299 -8.957
C 9.554 -2.236 4.583
H 3.565 6.983 13.115
H -2.657 2.462 2.075
H -9.050 -16.366 -4.321
H 1.227 -7.963 4.958
C 3.860 3.210 -1.631
H -4.135 1.463 -0.215
H -4.616 11.331 -0.215
H 2.990 0.682 11.470
C 1.850 -6.755 -5.963
H -0.551 -6.320 -8.278
H -4.094 13.906 1.624
H -9.447 -10.096 -5.777
H -3.863 -0.503 -7.528
H -4.530 14.676 4.553
O 4.462 1.999 -2.203
H -6.953 -1.601 -10.306
H -0.946 -7.082 -6.828
H 0.629 4.683 4.469
C 7.234 -0.530 5.686
H -0.287 -14.128 -7.983
O 0.945 -6.072 -6.908
C -6.507 -7.487 -3.467
H -5.407 12.217 1.575
H -0.571 2.143 10.864
H 7.180 4.751 -0.002
H 10.150 -3.730 3.293
O -0.213 2.839 3.993
C -0.412 -11.238 -6.179
H -2.808 14.756 2.341
O 1.765 6.743 12.132
H 5.066 14.662 -0.409
H -1.041 4.047 12.220
C 0.619 -8.848 5.143
H 7.207 6.071 -1.037
N -7.795 -11.182 -5.198
H -4.141 11.141 4.213
H -8.989 -12.614 -4.282
C 2.761 11.806 -1.192
H 1.149 5.018 11.051
O -0.295 -2.048 1.655
H 0.382 -11.428 -5.457
H 2.104 -10.562 -0.888
O 1.584 2.133 11.346
C -6.710 -3.240 -9.114
H -3.318 -10.553 4.516
O -2.749 2.188 1.159
C 0.263 6.930 12.265
C -5.438 -2.810 -8.444
N 1.182 -10.056 4.401
O -7.689 -15.055 -5.081
H -5.160 1.704 2.623
H -10.482 -5.565 -12.562
C -10.903 -5.357 -11.578
C 1.268 -9.838 2.938
H 2.528 -6.068 -5.458
O 1.649 -11.312 0.938
H 9.933 -1.200 2.114
H 2.836 -11.379 2.629
H -8.889 -2.108 -11.314
C -4.518 10.356 0.262
C 9.234 -0.693 4.606
H 1.297 -11.970 2.856
N 10.303 -2.738 3.405
H 3.364 3.906 -2.308
H -0.265 6.782 10.210
H -7.206 -11.185 -4.378
C -2.795 -9.649 4.203
H -6.348 -13.634 -5.675
N -7.084 -2.602 -10.313
C -5.212 1.750 1.535
C -0.488 -9.803 -6.589
O -6.982 -8.769 -3.795
C -3.630 14.086 2.594
H 3.248 -10.214 0.416
H 1.139 2.761 5.642
H 2.817 11.162 -0.315
H 10.113 -0.056 4.506
H 1.662 -1.988 2.147
H -5.450 9.838 0.033
H 9.235 3.320 -3.999
N 5.934 4.488 -1.811
C 5.775 13.927 -0.790
C 6.814 -4.680 2.579
H 0.736 0.226 5.945
C -8.557 -2.754 -10.502
H -1.185 -7.656 5.599
C -4.652 14.926 3.499
H 1.697 12.023 -1.282
H 1.604 0.478 12.491
N 0.768 -9.319 -7.160
H 9.331 5.035 -1.459
H -4.472 15.987 3.322
C -0.356 6.162 11.102
H 6.788 -5.417 1.776
C -0.127 -2.757 0.501
H -0.804 -9.124 -5.797
C -7.195 -13.715 -4.993
H 6.725 0.177 5.030
N 0.741 -0.057 3.923
H 0.530 4.329 2.843
O 8.485 3.248 -2.086
C 0.520 -8.122 -8.027
O -6.058 14.773 3.092
H 0.239 0.351 3.148
H -2.776 12.209 2.371
H 4.082 0.099 -2.867
O 8.556 -0.312 5.724
H -5.105 -3.568 -7.735
H 7.689 15.420 -1.113
C 0.907 2.216 4.727
H -6.666 -13.471 -4.072
H 1.927 -9.005 2.693
C -0.069 4.254 3.751
H 7.890 -2.801 0.921
H -5.146 12.543 4.050
H -1.431 6.117 11.280
C 5.016 12.646 -0.897
H 0.792 -10.936 4.708
H -7.488 -3.234 -8.351
C 9.501 2.988 -2.995
H 0.905 -2.692 0.154
N 6.303 14.331 -2.060
C 0.403 0.778 5.066
H 8.608 -0.363 3.777
H -3.662 9.741 -0.015
H 10.048 -2.538 5.507
O 8.033 -3.994 2.627
H -11.972 -5.275 -11.775
H 6.419 13.731 0.067
O 7.038 16.424 -4.347
C 3.570 1.061 -2.858
C -0.801 -8.385 4.885
H -9.733 -14.952 -4.920
C 7.057 15.571 -1.988
C 0.197 2.419 11.587
H -7.948 -8.190 -5.560
H -9.115 -2.501 -9.600
H -6.751 15.194 5.011
H -6.515 -4.302 -9.266
H 6.816 -5.256 3.504
H 6.888 -1.500 5.331
C 8.406 4.620 -1.860
C 7.133 4.984 -1.066
H -3.564 -8.926 4.473
H -0.886 -7.831 3.951
H -2.526 -9.659 3.146
H 2.957 11.246 -2.107
O -4.266 10.475 1.618
H 0.850 -3.290 2.864
C 2.604 7.487 13.008
H 3.338 1.355 -3.881
O -1.575 -9.504 4.908
H -0.740 -1.365 4.180
H -8.983 -8.226 -4.166
H 2.802 8.435 12.509
H 5.454 14.664 -2.494
H 1.465 -7.337 -5.126
H -3.690 0.360 0.972
C -6.901 15.500 3.975
H -8.877 -14.819 -3.402
H 1.721 -9.325 0.404
H -6.011 1.080 1.220
O -0.270 -12.085 -7.383
H -0.426 -14.052 -6.275
C -5.126 11.413 2.255
C 2.190 -10.278 0.161
C -3.901 1.422 0.849
H 9.539 1.900 -3.047
C -0.088 -6.888 -7.471
H 2.560 0.993 -2.452
H -6.651 16.545 3.795
H 5.545 16.243 -5.668
C -8.160 -8.751 -4.651
H -3.935 -2.011 -6.455
H 5.390 15.142 -4.273
C 0.325 -1.488 3.983
H -1.359 -9.727 -7.240
H 6.751 -0.428 6.658
H 3.128 2.817 -0.924
H 1.545 -7.839 -8.264
H -10.696 -6.264 -11.011
H 1.049 -10.072 -7.773
H -1.356 -11.484 -5.693
H -1.032 4.757 3.657
O 3.573 12.936 -1.161
N -3.218 12.785 3.073
H -0.060 6.410 13.167
C 1.907 0.796 11.493
H -7.897 15.218 3.633
C -4.464 -1.177 -6.916
H -0.668 0.938 5.193
H 5.136 12.207 0.094
H 6.270 3.746 -2.407
H -0.049 1.976 12.552
H 2.171 7.885 13.926
C -8.319 -12.568 -5.140
H 2.372 -7.557 -6.487
H 1.809 2.297 4.120
C 1.810 -11.164 2.332
H -8.690 -4.966 -10.162
C 4.921 4.040 -0.891
H -6.069 10.984 2.594
C -8.850 -15.296 -4.381
H 1.449 0.130 10.762



No. 7
32
Properties=species:S:1:pos:R:3 method="wB97M-V/def2-TZVPD" gap_ha=0.34265 multiplicity=1 homo_ev=-6.6 fmax_ha_per_bohr=0.0567 mol_weight_g_mol=314.3 charge=-1
S 4.353 0.442 -0.155
H -4.605 1.848 -0.259
O 0.083 0.062 -0.878
N 5.894 0.332 0.161
H -2.199 0.628 -1.636
S 6.281 -1.036 0.835
O 3.858 -0.317 -1.274
H 0.144 -1.975 -0.347
O 7.603 -1.021 1.409
O 5.913 -2.243 0.142
C -0.238 1.025 0.098
H -1.975 0.051 1.058
H -1.877 1.848 1.200
C 0.775 -1.055 -0.336
H 1.131 -0.918 0.698
H -3.465 -1.874 -1.578
H -4.094 -0.120 1.353
F 5.363 -1.078 2.138
C -2.587 1.196 -0.776
H -4.536 0.711 -1.634
H -5.598 -0.233 0.435
H -3.095 -2.520 0.628
C -1.754 0.984 0.514
H 0.432 1.028 0.975
O 3.467 0.582 0.973
C -4.122 0.924 -0.630
P -4.041 -1.952 -0.282
C -4.495 -0.241 0.331
H -0.104 2.017 -0.389
F 4.333 1.924 -0.752
H 1.642 -1.288 -0.979
H -2.487 2.270 -1.042



No. 8
7
Properties=species:S:1:pos:R:3 method="wB97M-V/def2-TZVPD" relative_energy_ev=1.958 gap_ha="0.28258 / 0.35192" multiplicity=3 homo_ev="-6.6 / -12.0" fmax_ha_per_bohr=0.1230 mol_weight_g_mol=57.1 charge=0
H 0.464 -1.233 -0.012
H -1.872 1.493 -0.177
C -1.661 0.548 -0.576
H 1.851 -0.119 -0.044
O 0.339 0.695 0.836
C 0.828 -0.230 0.247
N -1.350 -0.443 -0.994